{"formula": "C24H33BF3NO2PS", "method": "the ωB97M-V functional and the def2-TZVPD basis", "symbols": ["C", "C", "P", "C", "S", "C", "C", "O", "C", "F", "F", "F", "B", "N", "O", "H", "H", "H", "H", "H", "H", "H", "H", "H", "H", "H", "H", "H", "H", "H", "C", "C", "C", "C", "C", "C", "H", "H", "H", "H", "H", "H", "C", "C", "C", "C", "C", "C", "H", "H", "H", "H", "H", "H", "C", "C", "C", "C", "C", "C", "H", "H", "H", "H", "H", "H"], "positions_angstrom": [[1.72865, -0.27526, 5.34013], [0.29022, -0.60231, 4.88898], [0.42931, -0.89529, 3.09125], [0.70328, 0.76104, 2.38652], [-1.49282, -1.51481, 2.25845], [-2.83293, -0.28180, 2.46240], [-3.56770, -0.20341, 3.78679], [-4.91012, 0.02596, 3.43390], [-3.07157, 0.94567, 4.72156], [-2.09658, 1.68382, 4.15234], [-2.58704, 0.39557, 5.87070], [-4.07822, 1.77783, 5.06344], [-1.96001, -3.13263, 3.22521], [-2.68377, -4.06323, 2.41787], [-1.58727, -3.29812, 4.50885], [1.85262, -0.54606, 6.37788], [2.47918, -0.79620, 4.75595], [1.91994, 0.78666, 5.28072], [-0.05017, -1.46365, 5.43928], [-0.30523, 0.28006, 5.07818], [0.12396, 1.52701, 2.88599], [0.53413, 0.73186, 1.31821], [1.75526, 0.97079, 2.53450], [-2.39645, 0.65466, 2.14760], [-3.57375, -0.52478, 1.71240], [-3.54427, -1.10783, 4.38840], [-5.49921, -0.34179, 4.09273], [-3.65612, -4.10849, 2.70144], [-2.29891, -4.99829, 2.51257], [-1.82252, -2.53969, 5.04870], [3.03376, -2.14389, 0.23029], [4.12126, -2.23343, -0.62696], [3.98063, -1.88899, -1.96442], [2.75338, -1.45325, -2.44425], [1.66626, -1.36283, -1.58904], [1.80859, -1.70926, -0.25397], [3.14121, -2.41193, 1.27425], [5.07896, -2.56902, -0.25263], [4.82838, -1.95833, -2.63263], [2.64449, -1.17925, -3.48592], [0.71126, -1.01701, -1.96365], [0.95742, -1.63966, 0.41178], [-1.61552, 0.48950, -6.23609], [-2.32669, 1.28736, -5.35115], [-2.31595, 0.99911, -3.99409], [-1.58716, -0.08363, -3.52289], [-0.87422, -0.88141, -4.40758], [-0.89153, -0.59635, -5.76506], [-1.62598, 0.71379, -7.29410], [-2.88969, 2.13455, -5.71963], [-2.87392, 1.61973, -3.30473], [-1.57386, -0.30548, -2.46200], [-0.30359, -1.72554, -4.04026], [-0.33945, -1.21934, -6.45592], [1.44673, 2.12554, -3.46251], [0.88404, 3.33010, -3.85990], [1.66120, 4.47942, -3.89587], [3.00232, 4.42282, -3.54148], [3.56569, 3.21754, -3.14697], [2.78618, 2.06989, -3.10456], [0.83933, 1.22980, -3.43426], [-0.15992, 3.37043, -4.14337], [1.22254, 5.41989, -4.20240], [3.60848, 5.31845, -3.57471], [4.61178, 3.17281, -2.87334], [3.22171, 1.13063, -2.79293]], "total_energy_ha": -2203.3652, "orbital_gap_ha": 0.2538, "total_charge": 1, "lumo_ev": -3.89}

---

{"formula": "C64H161N11O21", "method": "the ωB97M-V functional and the def2-TZVPD basis", "symbols": ["C", "O", "C", "C", "N", "C", "C", "O", "C", "H", "H", "H", "H", "H", "H", "H", "H", "H", "H", "H", "H", "H", "H", "H", "C", "O", "C", "C", "N", "C", "C", "O", "C", "H", "H", "H", "H", "H", "H", "H", "H", "H", "H", "H", "H", "H", "H", "H", "C", "O", "C", "C", "N", "C", "C", "O", "C", "H", "H", "H", "H", "H", "H", "H", "H", "H", "H", "H", "H", "H", "H", "H", "C", "O", "C", "C", "N", "C", "C", "O", "C", "H", "H", "H", "H", "H", "H", "H", "H", "H", "H", "H", "H", "H", "H", "H", "C", "O", "C", "C", "N", "C", "C", "O", "C", "H", "H", "H", "H", "H", "H", "H", "H", "H", "H", "H", "H", "H", "H", "H", "C", "O", "C", "C", "N", "C", "C", "O", "C", "H", "H", "H", "H", "H", "H", "H", "H", "H", "H", "H", "H", "H", "H", "H", "C", "O", "C", "C", "N", "C", "C", "O", "C", "H", "H", "H", "H", "H", "H", "H", "H", "H", "H", "H", "H", "H", "H", "H", "C", "O", "C", "C", "N", "C", "C", "O", "C", "H", "H", "H", "H", "H", "H", "H", "H", "H", "H", "H", "H", "H", "H", "H", "C", "O", "C", "C", "N", "C", "C", "O", "C", "H", "H", "H", "H", "H", "H", "H", "H", "H", "H", "H", "H", "H", "H", "H", "C", "O", "C", "C", "N", "C", "C", "O", "C", "H", "H", "H", "H", "H", "H", "H", "H", "H", "H", "H", "H", "H", "H", "H", "C", "C", "C", "O", "C", "N", "H", "H", "H", "H", "H", "H", "H", "H", "H", "H", "H"], "positions_angstrom": [[-7.16939, -0.60643, -4.84226], [-7.71103, -0.07735, -3.65371], [-7.74279, -1.02608, -2.61281], [-8.35893, -0.57818, -1.29231], [-8.20369, -1.54660, -0.20362], [-6.87869, -2.05955, 0.13032], [-6.96581, -2.90877, 1.40006], [-6.87815, -1.99970, 2.48208], [-5.63635, -1.78455, 3.05290], [-8.00655, -1.11411, -5.33973], [-6.33983, -1.30146, -4.70879], [-6.92799, 0.08307, -5.65203], [-6.67370, -1.24045, -2.49216], [-8.21703, -1.99610, -2.81553], [-9.40587, -0.34076, -1.47089], [-7.78753, 0.29091, -0.95675], [-8.97171, -2.19138, -0.11895], [-6.09294, -1.30306, 0.15224], [-6.46113, -2.71393, -0.65120], [-6.09553, -3.57361, 1.37273], [-7.87436, -3.50643, 1.42770], [-5.25662, -2.78239, 3.29853], [-5.75737, -1.10378, 3.89841], [-4.96505, -1.18577, 2.41877], [3.40988, 2.02190, 7.28076], [2.29337, 1.28644, 6.86185], [1.64689, 0.46058, 7.80465], [0.91383, -0.65283, 7.04718], [1.73291, -1.81969, 6.72081], [2.71154, -1.78685, 5.61864], [2.02218, -1.61491, 4.23957], [1.52372, -2.85427, 3.67866], [0.37874, -3.41211, 4.31631], [4.17608, 2.09130, 6.50529], [3.85735, 1.70735, 8.22530], [3.14787, 3.08109, 7.40135], [0.88567, 1.12577, 8.23507], [2.26095, 0.07689, 8.62123], [0.42771, -0.24051, 6.14971], [-0.00541, -1.02539, 7.50450], [1.18069, -2.65853, 6.68864], [3.27925, -2.71176, 5.59080], [3.23012, -0.83001, 5.69657], [2.89575, -1.58107, 3.57697], [1.38902, -0.73761, 4.11116], [0.58915, -3.98647, 5.22000], [-0.09840, -3.98090, 3.51772], [-0.28330, -2.58688, 4.60364], [0.42408, -11.03408, -0.54175], [-0.52188, -10.20664, 0.10916], [-1.68241, -10.76386, 0.67442], [-2.36203, -9.57517, 1.41761], [-2.55649, -8.51716, 0.42498], [-2.94629, -7.24091, 1.02198], [-1.84650, -6.39867, 1.72124], [-0.69897, -6.25486, 0.90501], [-0.97316, -5.37747, -0.18362], [1.25075, -10.33868, -0.72843], [0.17471, -11.14120, -1.60349], [0.80377, -11.90130, -0.00757], [-1.49748, -11.59504, 1.36305], [-2.28855, -11.14859, -0.15261], [-1.78621, -9.24979, 2.29117], [-3.28832, -9.95396, 1.85742], [-1.61829, -8.28789, 0.10110], [-3.86480, -7.31026, 1.60936], [-3.26658, -6.65853, 0.15248], [-1.59497, -6.90020, 2.65650], [-2.35445, -5.46814, 1.99729], [-0.11758, -5.18455, -0.82924], [-1.31693, -4.43733, 0.25674], [-1.72392, -5.77710, -0.86948], [-1.30354, -2.57965, -2.62823], [-2.09815, -1.56093, -3.18518], [-1.37699, -0.61298, -3.96720], [-1.75062, 0.80862, -3.48113], [-3.06578, 1.34120, -3.80791], [-4.19300, 0.54559, -3.27977], [-4.11235, 0.40840, -1.74970], [-4.29882, 1.64534, -1.13290], [-4.44404, 1.54498, 0.28115], [-0.62485, -2.28032, -1.82043], [-0.63802, -3.03581, -3.36895], [-1.96997, -3.34046, -2.22236], [-1.58463, -0.68621, -5.03934], [-0.30100, -0.75041, -3.83715], [-1.06883, 1.35180, -4.14331], [-1.51598, 0.88269, -2.41564], [-3.18967, 2.17984, -3.24561], [-4.26723, -0.40952, -3.80051], [-5.08869, 1.07434, -3.61254], [-3.24876, -0.18400, -1.43054], [-4.99554, -0.18668, -1.46230], [-5.45574, 1.23483, 0.55836], [-4.20860, 2.49835, 0.74505], [-3.75081, 0.77985, 0.64463], [2.62442, 5.21164, 6.62473], [1.97663, 4.16572, 5.91687], [0.64454, 3.77318, 6.19306], [0.37922, 2.62754, 5.17086], [-1.02338, 2.56874, 4.74580], [-1.78188, 1.52291, 5.42667], [-3.28661, 1.88191, 5.26544], [-3.65549, 2.07935, 3.90665], [-5.01347, 2.41998, 3.63692], [2.46362, 5.25314, 7.71040], [2.20248, 6.20641, 6.43843], [3.67803, 5.13069, 6.38347], [-0.15992, 4.50300, 6.09908], [0.61810, 3.30663, 7.18398], [0.71786, 1.63955, 5.48707], [1.01870, 2.89214, 4.32503], [-1.26470, 2.71068, 3.78096], [-1.58209, 1.57968, 6.49709], [-1.59937, 0.49127, 5.10862], [-3.51846, 2.77417, 5.85341], [-3.96577, 1.06963, 5.55491], [-5.60993, 2.60110, 4.53192], [-5.46077, 1.53502, 3.17503], [-5.05601, 3.20217, 2.88231], [5.43282, 3.95678, 2.85566], [5.71655, 2.58921, 2.66063], [4.53105, 1.83055, 2.72537], [4.92034, 0.35041, 2.53523], [5.03090, 0.02713, 1.09015], [6.34930, 0.49170, 0.63062], [6.75396, -0.03536, -0.75056], [7.34659, -1.34553, -0.65489], [6.38923, -2.39901, -0.63633], [5.34863, 4.10554, 3.93950], [4.47278, 4.29232, 2.44980], [6.14332, 4.68932, 2.47424], [3.70524, 2.02804, 2.03574], [4.13967, 1.99288, 3.73979], [4.23686, -0.30828, 3.07367], [5.88955, 0.17086, 3.01572], [4.84356, -0.95481, 0.94461], [7.07234, 0.19871, 1.39956], [6.34657, 1.58081, 0.60116], [7.45739, 0.73383, -1.06815], [5.91591, -0.10849, -1.44511], [6.39218, -2.84693, 0.35881], [6.65871, -3.19721, -1.33404], [5.38562, -2.15822, -0.99788], [1.54695, -2.69324, 0.62581], [2.03601, -3.60597, -0.32056], [2.85683, -4.59497, 0.27578], [3.53133, -5.51585, -0.73871], [4.47380, -4.67362, -1.42117], [5.38725, -5.31988, -2.33996], [4.83343, -6.31227, -3.36300], [5.19569, -5.89832, -4.70047], [6.53406, -6.08485, -5.03375], [0.82412, -3.15630, 1.30409], [0.98205, -1.88964, 0.14352], [2.25848, -2.15578, 1.26070], [2.36210, -5.14397, 1.08649], [3.64954, -4.10038, 0.84932], [2.75990, -5.99147, -1.35803], [4.03433, -6.31711, -0.19220], [4.08662, -3.81448, -1.78283], [6.05712, -5.91192, -1.70058], [6.01922, -4.54447, -2.77092], [3.74567, -6.29053, -3.46115], [5.10052, -7.37232, -3.33012], [7.26070, -5.50716, -4.45727], [6.64056, -5.80661, -6.08629], [6.83714, -7.13849, -5.10258], [1.68921, 4.33478, 0.26213], [1.57164, 5.65069, 0.64993], [0.91839, 6.47215, -0.31535], [0.24450, 7.70589, 0.22109], [-0.61345, 8.27040, -0.81761], [-1.36652, 9.43178, -0.33366], [-2.57419, 9.78987, -1.19568], [-2.12124, 10.55576, -2.31187], [-3.04161, 10.91023, -3.31332], [0.72340, 3.83332, 0.11143], [2.25064, 3.74599, 0.99077], [2.22954, 4.22491, -0.69194], [0.16013, 5.86499, -0.81711], [1.76201, 6.74277, -0.96135], [1.02722, 8.45444, 0.39846], [-0.26990, 7.42630, 1.14151], [-0.04270, 8.43067, -1.63764], [-0.80135, 10.36050, -0.18964], [-1.68217, 9.17939, 0.68023], [-3.14082, 10.53519, -0.62691], [-3.18494, 8.90221, -1.37078], [-3.99825, 11.30845, -2.96128], [-3.23628, 9.99047, -3.87576], [-2.58023, 11.63703, -3.97847], [1.70977, -3.70037, -6.03964], [1.58352, -2.30154, -6.10875], [2.36346, -1.70507, -7.11676], [2.13994, -0.19234, -7.28152], [1.94342, 0.42756, -5.98497], [3.03699, 0.23405, -5.01624], [2.89066, 1.27797, -3.90275], [1.61144, 1.22546, -3.28140], [1.65152, 1.06055, -1.86474], [1.60265, -4.04368, -7.07754], [0.97180, -4.28805, -5.49678], [2.69603, -4.05509, -5.72357], [2.02433, -2.10195, -8.08298], [3.40993, -1.98281, -6.95161], [1.22241, -0.18740, -7.88131], [2.78279, 0.39006, -7.94260], [1.18735, -0.09864, -5.55879], [3.98769, 0.41812, -5.52180], [3.02765, -0.77044, -4.58557], [3.08522, 2.30919, -4.20307], [3.64999, 1.01576, -3.15641], [2.33816, 1.79121, -1.42930], [1.97512, 0.05078, -1.59856], [0.64015, 1.26099, -1.51646], [3.31771, 5.20151, -3.43700], [2.51355, 6.14293, -4.09200], [1.61422, 5.57639, -5.04063], [0.58702, 4.62561, -4.48135], [-0.35251, 5.29301, -3.59181], [-1.69310, 4.68824, -3.42635], [-2.37024, 5.00710, -2.11345], [-1.79453, 4.26210, -1.07464], [-2.31434, 4.58890, 0.21095], [3.91573, 5.64017, -2.64287], [3.92347, 4.63812, -4.15847], [2.73385, 4.38945, -2.98495], [2.13397, 4.87602, -5.71515], [1.18679, 6.30892, -5.71904], [0.96299, 3.70102, -4.02383], [0.04692, 4.17433, -5.32112], [0.04250, 5.41828, -2.67024], [-1.56229, 3.59742, -3.42155], [-2.26973, 5.03939, -4.28213], [-3.45461, 4.85222, -2.16691], [-2.26007, 6.09699, -2.00977], [-3.28329, 4.07804, 0.23249], [-2.55209, 5.63817, 0.41181], [-1.74466, 4.26335, 1.07928], [1.33682, 0.51939, 0.87259], [-0.10187, 0.25493, 0.51671], [-0.75002, -0.85500, 1.31606], [-1.88732, -1.22664, 0.57117], [-2.66781, -2.32232, 0.97252], [-0.95726, 1.45179, 0.59246], [1.61747, 0.77532, 1.90277], [1.83963, 1.27705, 0.26721], [2.03948, -0.31530, 0.76787], [-0.08339, 0.06748, -0.55951], [-1.11882, -0.51840, 2.29221], [-0.12851, -1.75306, 1.43825], [-2.14399, -3.24805, 0.70362], [-3.62558, -2.28583, 0.45692], [-2.83145, -2.36398, 2.05445], [-1.66255, 1.48644, -0.13177], [-1.47866, 1.42237, 1.46173]], "smiles": "COC[C@H](C)N.COCCNCCOC.COCCNCCOC.COCCNCCOC.COCCNCCOC.COCCNCCOC.COCCNCCOC.COCCNCCOC.COCCNCCOC.COCCNCCOC.COCCNCCOC", "total_energy_ha": -4716.6478, "orbital_gap_ha": 0.3067, "total_charge": 0, "lumo_ev": 0.34, "e_above_lowest_kcal_mol": 96.9}

---

{"formula": "C15H23N3O4", "method": "the ωB97M-V functional and the def2-TZVPD basis", "symbols": ["C", "H", "H", "H", "O", "C", "C", "C", "C", "C", "C", "O", "C", "H", "H", "H", "H", "N", "O", "O", "C", "N", "C", "H", "H", "C", "N", "C", "H", "H", "H", "C", "C", "H", "H", "C", "H", "H", "H", "H", "H", "H", "H", "H", "H"], "positions_angstrom": [[-1.91568, -2.08593, 4.19158], [-0.83103, -2.10014, 4.33912], [-2.21876, -2.97135, 3.62397], [-2.40980, -2.09298, 5.16148], [-2.33690, -0.89915, 3.56269], [-1.89914, -0.63430, 2.31084], [-1.02443, -1.42994, 1.58662], [-0.63858, -1.09438, 0.29424], [-1.14472, 0.07270, -0.25675], [-1.98725, 0.91514, 0.46363], [-2.38073, 0.57280, 1.74351], [-3.20576, 1.30350, 2.53032], [-3.69866, 2.52377, 2.02812], [-4.31637, 2.93781, 2.82294], [-4.31240, 2.37147, 1.13471], [-2.88685, 3.22077, 1.79847], [-2.32561, 1.82396, -0.00724], [-0.81231, 0.45544, -1.60402], [-0.46426, 1.60479, -1.78068], [-0.98325, -0.35953, -2.48396], [0.38506, -1.87903, -0.47799], [1.38607, -0.95278, -0.98824], [2.23211, -0.43007, 0.07210], [1.64764, -0.38159, 0.99485], [3.09381, -1.09617, 0.25424], [2.72796, 0.99582, -0.22968], [3.48235, 1.19233, -1.43988], [4.80556, 0.61906, -1.45912], [5.32005, 0.97080, -2.35345], [4.83273, -0.47999, -1.46015], [5.35387, 0.97213, -0.58458], [2.71598, 1.02069, -2.65024], [2.48931, -0.41400, -3.16786], [3.37458, -0.75582, -3.70872], [1.66507, -0.36183, -3.87993], [2.15840, -1.47141, -2.10376], [1.58294, -2.26078, -2.59286], [3.09009, -1.93447, -1.73656], [3.22257, 1.58117, -3.44445], [1.74856, 1.49437, -2.47831], [3.34718, 1.32214, 0.61233], [1.85551, 1.65273, -0.28727], [-0.10498, -2.35737, -1.32998], [0.81892, -2.66683, 0.16045], [-0.62092, -2.32930, 2.02402]], "smiles": "COc1cc(CN2CCCN(C)CC2)c([N+](=O)[O-])cc1OC", "total_energy_ha": -1050.4566, "orbital_gap_ha": 0.2935, "total_charge": 0, "lumo_ev": 0.18, "e_above_lowest_kcal_mol": 141.0}